(1)
Molecular formula: C35H46NO29
Method: DFT, ωB97M-V with the def2-TZVPD basis set

## Properties
Kohn-Sham gap	6.07	eV
energy	-3597.4931	Ha

The geometry in ORCA input format:
```
! wB97M-V def2-TZVPD RIJCOSX def2/J DEFGRID3
* xyz 1 1
C -3.50560 2.33765 -0.56115
C -2.03211 2.06132 -1.30272
C -0.90354 2.40070 -0.11655
C -0.15134 3.86113 -0.13846
N 0.83337 4.16948 0.96906
C 1.16804 3.20777 2.12848
C 0.47437 1.69641 2.22345
C -0.62879 1.26170 1.04500
C -1.34032 -0.21722 1.12766
O -1.35733 -1.05886 0.05676
O -1.92332 -0.62170 2.44090
H -3.36667 1.92226 0.54024
H -4.39423 1.79114 -1.09272
H -3.60780 3.50622 -0.50814
H -1.91443 0.96045 -1.68450
H -1.89368 2.79939 -2.22521
H -0.41390 4.62029 -1.00158
H 1.30945 5.11827 0.93007
H 1.92125 3.55927 2.95265
H 0.69725 0.92983 3.10386
H -2.11352 0.26539 2.89358
C -6.55815 1.43999 4.11279
C -5.68007 0.89048 3.03576
O -4.44983 1.55671 3.24732
C -4.42767 1.94301 4.55650
O -3.44717 2.39349 5.12516
O -5.64499 1.75853 5.14605
H -7.29718 0.71238 4.45927
H -7.07599 2.35425 3.80445
H -5.52008 -0.18821 3.13646
H -6.06787 1.10039 2.03516
C -0.18418 -4.68830 1.15016
C -1.63533 -4.46555 0.87167
O -2.07041 -5.72197 0.38768
C -1.20277 -6.65687 0.87433
O -1.37320 -7.86200 0.79502
O -0.12073 -6.06736 1.46181
H 0.17660 -4.08466 1.98747
H 0.44429 -4.49450 0.27463
H -2.20167 -4.21945 1.77609
H -1.80057 -3.68386 0.12513
C 4.08704 -2.94101 -2.50247
C 3.20501 -3.93301 -1.81622
O 3.08873 -3.41303 -0.50541
C 3.33533 -2.07280 -0.58675
O 3.15493 -1.28275 0.32482
O 3.80890 -1.73225 -1.82095
H 3.85816 -2.84703 -3.56756
H 5.15025 -3.17581 -2.38611
H 2.20762 -3.98665 -2.26526
H 3.64124 -4.93553 -1.79860
C 5.50342 4.69779 0.01634
C 4.62139 3.70579 0.70260
O 4.50511 4.22577 2.01340
C 4.75171 5.56601 1.93206
O 4.57131 6.35606 2.84363
O 5.22528 5.90655 0.69787
H 5.27454 4.79178 -1.04875
H 6.56663 4.46299 0.13271
H 3.62400 3.65215 0.25356
H 5.05762 2.70327 0.72021
C -2.58247 -7.91946 -3.56609
C -1.46614 -7.89232 -2.57307
O -0.32676 -8.19397 -3.35598
C -0.62660 -7.84935 -4.64245
O 0.18380 -7.81660 -5.55341
O -1.95071 -7.54538 -4.77600
H -3.38196 -7.21770 -3.31314
H -3.01144 -8.91982 -3.68592
H -1.33291 -6.90395 -2.12068
H -1.59784 -8.63201 -1.77861
C -9.85954 -2.79547 2.61621
C -9.45643 -1.83214 3.68509
O -9.23449 -0.62986 2.97278
C -9.96252 -0.71086 1.82080
O -10.13877 0.21839 1.05067
O -10.46804 -1.96650 1.64385
H -10.56401 -3.54902 2.97886
H -9.00031 -3.30039 2.16249
H -10.25127 -1.66635 4.41996
H -8.54895 -2.14648 4.20789
C 3.07642 3.65692 -4.10290
C 3.95451 3.10741 -5.17993
O 5.18475 3.77364 -4.96837
C 5.20690 4.15994 -3.65919
O 6.18740 4.61042 -3.09053
O 3.98958 3.97546 -3.06964
H 2.33739 2.92931 -3.75641
H 2.55858 4.57118 -4.41123
H 4.11450 2.02872 -5.07923
H 3.56671 3.31732 -6.18053
C 7.25312 6.86562 5.02645
C 8.13121 6.31610 3.94942
O 9.36145 6.98234 4.16098
C 9.38361 7.36864 5.47015
O 10.36411 7.81912 6.03881
O 8.16628 7.18416 6.05970
H 6.51409 6.13801 5.37293
H 6.73529 7.77987 4.71811
H 8.29120 5.23742 4.05011
H 7.74341 6.52601 2.94881
C -1.23621 -2.66290 -5.30072
C 0.24768 -2.48667 -5.30232
O 0.63242 -2.95524 -4.02383
C -0.34584 -3.80953 -3.60327
O -0.25918 -4.52490 -2.61919
O -1.43260 -3.75947 -4.42785
H -1.63031 -2.88451 -6.29632
H -1.76054 -1.79081 -4.89621
H 0.74047 -3.09760 -6.06601
H 0.54257 -1.44246 -5.43771
*
```

Results of the Löwdin charge analysis, in e, for atoms 1 through 99:
1 C -0.098
2 C -0.192
3 C -0.037
4 C 0.076
5 N 0.029
6 C 0.074
7 C 0.105
8 C 0.041
9 C -0.219
10 O 0.002
11 O 0.025
12 H 0.070
13 H 0.098
14 H 0.095
15 H 0.112
16 H 0.120
17 H 0.151
18 H 0.165
19 H 0.143
20 H 0.142
21 H 0.116
22 C -0.127
23 C -0.138
24 O 0.022
25 C -0.516
26 O 0.130
27 O 0.079
28 H 0.131
29 H 0.146
30 H 0.139
31 H 0.140
32 C -0.134
33 C -0.144
34 O 0.054
35 C -0.514
36 O 0.130
37 O 0.072
38 H 0.139
39 H 0.124
40 H 0.135
41 H 0.117
42 C -0.133
43 C -0.127
44 O 0.063
45 C -0.518
46 O 0.107
47 O 0.056
48 H 0.136
49 H 0.139
50 H 0.108
51 H 0.147
52 C -0.124
53 C -0.139
54 O 0.034
55 C -0.525
56 O 0.128
57 O 0.074
58 H 0.104
59 H 0.150
60 H 0.111
61 H 0.147
62 C -0.132
63 C -0.141
64 O 0.069
65 C -0.521
66 O 0.122
67 O 0.057
68 H 0.138
69 H 0.137
70 H 0.112
71 H 0.134
72 C -0.137
73 C -0.143
74 O 0.037
75 C -0.514
76 O 0.136
77 O 0.071
78 H 0.142
79 H 0.137
80 H 0.140
81 H 0.136
82 C -0.143
83 C -0.133
84 O 0.081
85 C -0.501
86 O 0.140
87 O 0.039
88 H 0.133
89 H 0.137
90 H 0.139
91 H 0.143
92 C -0.149
93 C -0.148
94 O 0.065
95 C -0.513
96 O 0.139
97 O 0.064
98 H 0.135
99 H 0.138



(2)
Molecular formula: C35H47BFN2O33
Method: DFT, ωB97M-V with the def2-TZVPD basis set

## Properties
Kohn-Sham gap	7.94	eV
energy	-4079.0130	Ha

The geometry in ORCA input format:
```
! wB97M-V def2-TZVPD RIJCOSX def2/J DEFGRID3
* xyz 1 1
O 6.69466 -4.00804 2.69614
C 5.61722 -4.48304 2.78662
F 5.12648 -5.12228 3.89102
C 4.59265 -4.35260 1.57518
N 3.76599 -3.16483 1.87801
C 4.23853 -1.82675 1.80693
C 3.11133 -1.02796 2.21754
N 2.01645 -1.85712 2.54240
C 2.47862 -3.14998 2.30351
B 1.52666 -4.43231 2.57522
O 0.41586 -4.56995 1.71442
O 1.79678 -5.36437 3.56937
H 3.98804 -5.28681 1.45521
H 5.15555 -4.21533 0.61129
H 5.25601 -1.48309 1.51315
H 3.07808 0.07869 2.27922
H 1.08418 -1.62783 2.88910
H 0.71977 -4.44179 0.78868
H 1.28100 -6.16002 3.33380
C -1.41606 -0.10158 -0.60196
C -0.22160 0.74676 -0.88424
O 0.86846 -0.09351 -0.49646
C 0.42663 -1.37505 -0.56926
O 1.13584 -2.33787 -0.46988
O -0.91106 -1.42948 -0.76872
H -2.23585 0.09320 -1.29224
H -1.77965 0.01155 0.42294
H -0.12343 0.98572 -1.94436
H -0.22267 1.67276 -0.31028
C -1.46925 3.95961 -4.64813
C -0.33414 2.98883 -4.78353
O -0.74339 1.90421 -3.94649
C -2.10243 1.96192 -3.85202
O -2.78145 1.10412 -3.36380
O -2.58599 3.10925 -4.38224
H -1.62883 4.53890 -5.55245
H -1.33884 4.64445 -3.80561
H -0.21622 2.62289 -5.80167
H 0.61354 3.40405 -4.44639
C -4.76931 -0.83170 0.89751
C -5.46325 -1.39536 2.10397
O -4.64423 -0.93790 3.17775
C -3.98456 0.16726 2.74144
O -3.34494 0.88902 3.44285
O -4.14655 0.34475 1.40205
H -5.46297 -0.58801 0.09394
H -3.99579 -1.50062 0.50885
H -6.47206 -0.99582 2.23195
H -5.51410 -2.48354 2.08833
C -2.32788 2.57453 -9.28390
C -2.69504 2.58176 -7.82598
O -2.46361 3.93700 -7.44742
C -2.55038 4.69291 -8.57999
O -2.57183 5.88099 -8.59069
O -2.60911 3.91115 -9.68916
H -2.91712 1.86207 -9.85983
H -1.26627 2.37183 -9.44780
H -3.74781 2.34280 -7.65680
H -2.07936 1.90222 -7.23686
C 9.66770 -3.50652 -0.00348
C 8.65339 -4.50570 0.47871
O 8.22647 -5.13432 -0.72639
C 9.22782 -4.97913 -1.64017
O 9.26365 -5.52579 -2.69380
O 10.17788 -4.11782 -1.18498
H 10.46321 -3.33531 0.72061
H 9.21729 -2.54602 -0.26895
H 9.09140 -5.26146 1.13625
H 7.81468 -4.03699 0.98900
C 4.52128 0.09774 -2.86978
C 3.81324 -0.46929 -1.67033
O 4.62752 -0.02645 -0.58344
C 5.30048 1.08174 -1.00975
O 5.93585 1.79141 -0.29783
O 5.14870 1.26617 -2.34512
H 3.83619 0.35397 -3.67720
H 5.29231 -0.57266 -3.25812
H 2.80898 -0.06380 -1.54632
H 3.75414 -1.55732 -1.69493
C 3.45365 5.40428 -7.34735
C 4.32063 4.85202 -6.25146
O 3.48440 3.85944 -5.65812
C 2.57904 3.48145 -6.59674
O 1.83949 2.55020 -6.48084
O 2.62120 4.29430 -7.68026
H 4.02932 5.73186 -8.21170
H 2.82287 6.22953 -7.00813
H 5.22404 4.37058 -6.63334
H 4.60517 5.60864 -5.52161
C -4.68237 3.99421 5.01319
C -4.51488 3.68048 3.55410
O -5.42779 4.57910 2.93040
C -5.61790 5.62275 3.78635
O -6.19150 6.62629 3.50342
O -5.06689 5.36807 5.00218
H -3.76131 3.85331 5.57877
H -5.47734 3.40836 5.47880
H -3.50511 3.89312 3.19100
H -4.76341 2.65054 3.32005
C -6.51314 -0.83126 6.21665
C -6.89708 -0.79846 7.66672
O -6.65650 0.56116 8.02574
C -6.72366 1.29888 6.88776
O -6.73443 2.49091 6.85794
O -6.77761 0.50365 5.78578
H -7.10234 -1.54688 5.64440
H -5.45566 -1.04532 6.06934
H -7.95445 -1.02468 7.82662
H -6.29598 -1.47433 8.27214
C -2.07188 -2.68071 5.43732
C -2.32064 -4.09297 4.98348
O -3.42855 -4.49131 5.78194
C -4.08053 -3.35997 6.16106
O -5.14260 -3.34254 6.69669
O -3.36171 -2.24869 5.84810
H -1.68597 -2.04537 4.63930
H -1.39279 -2.62856 6.29244
H -2.60549 -4.15053 3.92913
H -1.46386 -4.74473 5.15447
*
```

Results of the Löwdin charge analysis, in e, for atoms 1 through 99:
1 O 0.167
2 C -0.365
3 F 0.121
4 C 0.033
5 N -0.008
6 C 0.046
7 C 0.012
8 N 0.166
9 C -0.065
10 B -0.515
11 O 0.141
12 O 0.178
13 H 0.152
14 H 0.159
15 H 0.154
16 H 0.147
17 H 0.183
18 H 0.112
19 H 0.134
20 C -0.108
21 C -0.093
22 O 0.032
23 C -0.546
24 O 0.129
25 O 0.086
26 H 0.124
27 H 0.125
28 H 0.122
29 H 0.149
30 C -0.109
31 C -0.122
32 O 0.039
33 C -0.545
34 O 0.142
35 O 0.081
36 H 0.120
37 H 0.140
38 H 0.108
39 H 0.132
40 C -0.122
41 C -0.111
42 O 0.052
43 C -0.556
44 O 0.147
45 O 0.052
46 H 0.144
47 H 0.129
48 H 0.143
49 H 0.138
50 C -0.118
51 C -0.122
52 O 0.021
53 C -0.547
54 O 0.176
55 O 0.074
56 H 0.137
57 H 0.136
58 H 0.142
59 H 0.128
60 C -0.121
61 C -0.140
62 O 0.049
63 C -0.555
64 O 0.176
65 O 0.070
66 H 0.138
67 H 0.134
68 H 0.142
69 H 0.087
70 C -0.110
71 C -0.126
72 O 0.018
73 C -0.554
74 O 0.171
75 O 0.076
76 H 0.139
77 H 0.138
78 H 0.112
79 H 0.133
80 C -0.117
81 C -0.119
82 O 0.060
83 C -0.551
84 O 0.129
85 O 0.074
86 H 0.139
87 H 0.138
88 H 0.138
89 H 0.138
90 C -0.118
91 C -0.135
92 O 0.061
93 C -0.556
94 O 0.161
95 O 0.071
96 H 0.138
97 H 0.100
98 H 0.133
99 H 0.101